This record from the OMol25 dataset describes a structure of composition C41H50N11O3S3SbYb in a non-equilibrium geometry. The level of theory is wB97M-V/def2-TZVPD.

Element x y z (Å)
Yb 1.2649 -1.5792 0.4494
N 0.0936 -3.1800 1.9084
C -0.6253 -2.6446 3.0685
C -1.4192 -1.3885 2.6891
N -0.6901 -0.3961 1.8737
C -1.6655 0.3044 1.0113
C -1.7218 -0.2980 -0.3908
N -0.3570 -0.2915 -0.9384
C -0.0065 0.6285 2.6943
C 1.0978 0.0724 3.5892
N 2.0760 -0.6746 2.7783
H -0.5949 -3.5333 1.2187
H 0.6281 -3.9947 2.2084
H 0.1015 -2.4423 3.8551
H -1.3505 -3.3621 3.4723
H -1.8081 -0.9181 3.6015
H -2.2714 -1.7294 2.0975
H -1.3431 1.3412 0.8992
H -2.6656 0.3008 1.4591
H -2.4114 0.3117 -0.9928
H -2.0815 -1.3286 -0.3682
H -0.0856 0.6933 -1.0412
H -0.3624 -0.6998 -1.8763
H -0.7335 1.1663 3.3217
H 0.4559 1.3480 2.0075
H 0.6682 -0.5698 4.3617
H 1.5619 0.9269 4.1000
H 2.6110 -1.2782 3.4030
H 2.7684 0.0306 2.4515
O -0.8478 -6.0071 -3.3590
C 0.4412 -5.6944 -3.5316
C 1.1357 -6.3553 -4.5478
C 2.4706 -6.1060 -4.7771
C 3.1518 -5.1865 -3.9891
C 2.4785 -4.5177 -2.9909
C 1.1214 -4.7386 -2.7507
C 0.4667 -3.9555 -1.6808
O 1.1025 -3.0172 -1.0762
N -0.7856 -4.2632 -1.4661
N -1.4754 -3.7087 -0.4201
C -2.7269 -3.6024 -0.6360
S -3.4434 -3.8864 -2.2370
C -5.1615 -3.5676 -1.7021
C -5.2626 -3.9464 -0.2450
S -3.8623 -3.1715 0.6257
H -1.1954 -5.4378 -2.6301
H 0.5949 -7.0819 -5.1330
H 2.9826 -6.6321 -5.5694
H 4.2045 -5.0146 -4.1496
H 2.9822 -3.7996 -2.3585
H -5.8131 -4.1849 -2.3197
H -5.3907 -2.5126 -1.8681
H -5.1756 -5.0247 -0.1090
H -6.1750 -3.5742 0.2119
S -0.3510 3.1424 -0.4724
Sb -0.9437 5.1480 0.8276
C -1.6547 4.1230 2.6177
C -1.0233 4.4851 3.7986
C -1.5067 4.0438 5.0178
C -2.6263 3.2297 5.0644
C -3.2464 2.8443 3.8875
C -2.7686 3.2999 2.6695
C 1.0222 3.6154 -1.6156
C 1.6810 5.0092 -1.4221
C 2.1377 5.6487 -2.6911
C 1.8614 5.1387 -3.8913
C 1.0371 3.9569 -4.0481
C 0.6263 3.2470 -2.9962
C -2.9069 5.2393 -0.0793
C -3.4871 6.4908 -0.2062
C -4.7406 6.6252 -0.7783
C -5.4320 5.5011 -1.1997
C -4.8578 4.2468 -1.0662
C -3.5885 4.1178 -0.5266
H -0.1555 5.1317 3.7638
H -1.0243 4.3503 5.9337
H -3.0237 2.9067 6.0147
H -4.1219 2.2099 3.9178
H -3.2791 3.0282 1.7567
H 1.1529 5.7484 -0.8041
H 2.7402 6.5363 -2.5725
H 2.2165 5.6157 -4.7915
H 0.7355 3.6689 -5.0448
H -0.0412 2.4054 -3.1003
H -2.9540 7.3688 0.1381
H -5.1782 7.6068 -0.8943
H -6.4169 5.6036 -1.6340
H -5.4009 3.3662 -1.3837
H -3.1137 3.1433 -0.4792
C 6.2088 -3.5915 2.3279
N 5.6000 -3.1092 1.1062
C 6.4846 -2.7818 0.0101
C 4.3332 -2.9084 1.0565
N 3.1815 -2.7720 1.0810
H 6.7940 -4.4867 2.1098
H 5.4376 -3.8383 3.0545
H 6.8652 -2.8255 2.7478
H 7.0374 -3.6746 -0.2886
H 7.1944 -2.0126 0.3230
H 5.9118 -2.4152 -0.8377
N 2.1380 0.7521 -2.5926
C 2.5120 0.6866 -1.2763
O 2.6427 -0.4711 -0.7539
C 2.7406 1.8671 -0.5446
C 2.3141 3.1644 -0.9562
N 2.7828 4.3443 -0.6979
C 3.3011 1.6420 0.7041
N 3.6983 1.3089 1.7394
H 2.1614 -0.1255 -3.0904
H 2.3381 1.5798 -3.1318

Computed properties:
Energy relative to the best compared isomer or geometry (same formula, charge and spin), kcal per mole: 22.9
Highest occupied orbital energy (alpha / beta), eV: -9.84 / -9.84
Charge: +1
Calculated total energy, eV: -136432.94298
2S+1: 2
HOMO-LUMO gap (alpha / beta), eV: 8.01 / 8.01
Max |F|, eV/Å: 1.30